# 1
{"formula": "C8H12N2", "method": "the ωB97M-V functional and the def2-TZVPD basis", "fmax_ev_per_a": 4.8, "relative_energy_kcal_mol": 40.3, "smiles": "NCc1cccc(CN)c1", "homo_lumo_gap_ev": 9.650, "total_charge": 0, "elements": ["C", "C", "C", "C", "C", "C", "C", "C", "H", "H", "H", "H", "H", "H", "H", "H", "H", "H", "H", "H", "N", "N"], "positions_angstrom": [[2.4998, -0.5665, 0.6409], [1.2116, 0.1308, 0.3641], [1.0579, 1.5159, 0.2573], [-0.1402, 2.1388, -0.1210], [-1.1986, 1.4057, -0.3477], [-1.0452, -0.0222, -0.4596], [-2.3112, -0.8002, -0.5401], [0.1367, -0.6538, -0.0719], [3.5095, -0.1449, -1.1312], [2.4193, -1.4932, -1.2092], [2.2752, -1.5584, 1.2109], [3.1655, 0.1626, 1.1508], [1.8476, 2.1679, 0.5930], [-0.2717, 3.2383, 0.1336], [-2.1610, 1.7692, -0.5800], [-2.3224, -1.8122, -1.0628], [-3.1065, -0.3203, -1.1055], [-2.5507, -1.4066, 1.5366], [-3.4405, -0.0740, 0.8738], [0.2962, -1.7184, -0.1937], [3.1553, -0.9927, -0.6069], [-3.0268, -0.9660, 0.6685]], "atomic_forces_ev_per_a": [[0.13, -0.88, 0.40], [-0.81, 0.77, -1.13], [0.53, -0.27, 0.69], [2.33, 3.19, 2.43], [-1.44, -4.23, -1.65], [-0.07, 0.31, 1.16], [-1.08, -2.03, -2.12], [-0.42, 1.13, -0.63], [-0.82, -1.40, 0.63], [1.63, 1.21, 0.98], [0.64, 1.98, -0.45], [-0.17, -0.98, 0.13], [0.39, 0.02, -0.01], [0.44, -1.30, -0.92], [-0.94, 0.69, -0.06], [1.02, 1.04, 0.56], [0.46, 0.65, -0.78], [-0.79, 1.33, -2.23], [-0.10, 0.02, 0.89], [-0.40, -0.18, 0.26], [-0.54, 0.18, -1.53], [0.01, -1.24, 3.38]]}

# 2
{"formula": "C8H12N2", "method": "the ωB97M-V functional and the def2-TZVPD basis", "fmax_ev_per_a": 8.0, "relative_energy_kcal_mol": 136.8, "homo_lumo_gap_ev": 7.878, "total_charge": 0, "elements": ["C", "C", "C", "C", "C", "C", "C", "C", "H", "H", "H", "H", "H", "H", "H", "H", "H", "H", "H", "H", "N", "N"], "positions_angstrom": [[-2.7583, 0.5439, 1.4582], [-1.3935, 0.1191, 0.5256], [-1.2211, 0.1641, -0.8888], [0.0242, 0.2482, -1.4598], [1.2280, 0.0361, -0.6613], [2.7795, -0.2724, -1.1279], [1.1377, -0.1028, 0.6995], [-0.2080, -0.1215, 1.2074], [-3.5574, 0.4940, 0.7494], [-2.9528, -0.4208, 2.1544], [-2.2881, 1.3741, 2.1398], [-2.3177, 0.0852, -1.2165], [-0.6452, 0.4010, -3.5969], [1.0120, 0.8650, -3.3975], [3.6880, 0.8341, -0.9808], [3.2457, -1.2293, -0.4004], [2.6095, -0.4924, -2.3465], [2.0139, -0.4174, 1.3257], [-0.9919, -0.7244, 3.2779], [0.6001, -0.9880, 2.9455], [0.1865, 0.4259, -2.9094], [-0.1911, -0.8217, 2.5026]], "atomic_forces_ev_per_a": [[4.47, -3.83, 0.84], [0.53, 0.67, 1.34], [-3.28, 0.55, 2.31], [2.16, -0.23, -2.57], [2.31, 0.02, -0.25], [0.15, 1.08, -1.21], [-2.51, -0.40, -0.36], [1.90, -1.98, 3.54], [-0.78, 1.38, 0.03], [0.42, 2.25, -1.37], [-1.97, -1.09, -1.70], [2.11, 0.65, -1.36], [1.80, 0.03, 2.28], [-1.35, -0.75, 1.67], [-3.11, -3.55, -0.52], [-1.45, 2.95, -2.65], [1.33, 0.18, 3.40], [-1.12, 0.52, -0.65], [2.30, 0.05, -2.85], [4.67, -0.52, 1.96], [-0.79, 0.03, -1.51], [-7.79, 1.97, -0.35]]}

# 3
{"formula": "C8H12N2O2", "method": "the ωB97M-V functional and the def2-TZVPD basis", "fmax_ev_per_a": 9.1, "relative_energy_kcal_mol": 250.9, "homo_lumo_gap_ev": 9.451, "total_charge": 0, "elements": ["C", "C", "C", "C", "C", "C", "C", "C", "H", "H", "H", "H", "H", "H", "H", "H", "H", "H", "H", "H", "N", "N", "O", "O"], "positions_angstrom": [[1.9570, 3.7457, 0.5966], [1.6614, 2.7510, -0.3346], [0.3767, 0.6547, -0.4459], [-0.5956, -1.2395, -1.1031], [-1.3149, -2.4685, -1.1678], [-1.2004, -2.3658, 1.2040], [-0.7779, -0.8550, 1.3041], [-0.3358, -0.5796, -0.0445], [1.7960, 4.6317, 0.1686], [1.5636, 3.6012, 1.5431], [3.0711, 3.6346, 0.8518], [2.6682, 2.2160, -0.7136], [0.6612, 2.7800, -1.1061], [-0.7058, -3.4644, -1.5622], [-2.2059, -2.7694, -2.1066], [-3.1098, -2.1958, 0.0912], [-1.3015, -2.6490, 2.2755], [-0.1689, -3.3026, 1.0352], [0.1143, -0.7720, 1.6112], [-1.7499, -0.2813, 1.6394], [0.6227, 0.5928, -1.7761], [-1.9402, -2.7527, 0.0812], [0.8425, 1.6763, 0.1712], [0.0718, -0.5885, -2.2126]], "atomic_forces_ev_per_a": [[4.28, -1.05, 2.73], [-2.68, -5.87, -6.45], [0.90, -1.83, -5.37], [2.03, 0.91, -5.80], [-2.06, -5.50, -4.58], [5.20, -1.95, 1.93], [-7.60, -2.44, -3.24], [-0.07, 5.47, 1.85], [-0.65, 3.86, -1.04], [-1.65, 0.02, 1.66], [-1.30, 0.63, -0.49], [-2.58, 1.28, -0.11], [3.90, 2.46, 0.06], [-0.50, 2.55, 1.49], [2.38, 2.05, 2.71], [4.65, -1.99, -0.02], [-1.80, -0.57, -1.04], [-2.09, 3.31, 0.39], [5.97, 0.89, 5.24], [2.47, -0.60, -0.19], [-0.56, -0.49, 2.26], [-6.67, 1.34, 0.78], [0.10, -0.85, 6.30], [-1.68, -1.63, 0.95]]}

# 4
{"formula": "C8H12N2O2", "method": "the ωB97M-V functional and the def2-TZVPD basis", "fmax_ev_per_a": 5.0, "relative_energy_kcal_mol": 146.4, "smiles": "C=C/C=N\\OC.CO/C=C\\C#N", "homo_lumo_gap_ev": 9.622, "total_charge": 0, "elements": ["C", "C", "C", "C", "C", "C", "C", "C", "H", "H", "H", "H", "H", "H", "H", "H", "H", "H", "H", "H", "N", "N", "O", "O"], "positions_angstrom": [[-2.7967, -2.2126, -0.7512], [-2.0198, -0.1037, -0.7930], [-1.8521, 1.1481, -0.3038], [-2.9338, 1.7324, 0.4358], [0.7851, -0.9696, 1.5246], [3.7656, -0.5732, -0.1627], [4.0431, 0.7243, -0.7446], [3.1729, 1.7278, -0.7749], [-3.6652, -2.8362, -0.5634], [-2.0332, -2.5184, -0.0164], [-2.3884, -2.4423, -1.7658], [-1.4070, -0.3136, -1.6759], [-0.9841, 1.7403, -0.8367], [0.0636, -0.2367, 1.8217], [0.2950, -1.8001, 0.9572], [1.2522, -1.4194, 2.4120], [4.6161, -1.2568, -0.1967], [5.0692, 0.7860, -1.0922], [2.1393, 1.5778, -0.4356], [3.4240, 2.7242, -1.1695], [-3.9738, 1.9429, 0.9909], [2.8415, -1.0491, 0.6143], [-3.1487, -0.8691, -0.6143], [1.7185, -0.2687, 0.7073]], "atomic_forces_ev_per_a": [[0.59, -1.78, -0.39], [-1.27, 1.55, -0.89], [1.06, 0.31, -1.68], [-3.99, 0.32, 2.32], [-0.11, -0.89, -0.22], [0.12, -1.13, 1.54], [-0.51, -0.01, 0.00], [-0.58, 0.78, -0.33], [-0.20, 0.15, -0.13], [-0.18, 0.22, -0.16], [-0.36, 0.22, 0.58], [0.21, -0.83, 0.60], [-1.98, -1.00, 1.67], [-0.52, 0.29, 0.15], [0.34, 0.67, 0.27], [0.09, 0.31, -0.30], [-0.24, -0.03, 0.01], [-0.13, 0.40, -0.12], [0.67, 0.14, -0.12], [0.01, -0.60, 0.20], [4.47, -0.48, -2.20], [0.87, 0.17, -1.55], [1.70, 1.31, 0.29], [-0.02, -0.09, 0.46]]}